The following is a quantum chemistry calculation of a molecular structure, C27H45AlNO2P2, from the Open Molecules 2025 dataset.

Each line ends with the Löwdin charge.
CARTESIAN COORDINATES (ANGSTROEM)
H  -2.7982  2.6745  1.5514  0.1330
C  -2.7671  -3.6409  -3.1858  -0.1689
H  -4.5677  -1.6282  -1.3648  0.0371
C  -3.7072  -3.1654  0.7167  -0.3084
H  0.3095  0.1300  -4.6700  0.0450
H  -2.3533  -3.5448  -5.8778  0.1132
C  1.0739  -3.7187  0.1988  -0.4198
H  3.1129  -4.0273  2.4538  0.1295
H  2.9508  2.0811  1.3283  0.1336
C  0.9123  -0.1010  -3.7763  -0.2333
H  1.1901  2.8186  -2.7813  0.0803
H  -4.4759  -3.0019  1.4800  0.0350
C  -2.0178  -2.6048  -5.4132  -0.1654
C  -1.2056  1.8443  0.4128  -0.0681
H  -1.0071  2.9104  -2.8554  0.0856
C  -2.5464  -5.0814  -3.5070  -0.1575
H  -4.8332  -0.3424  -0.1924  0.0327
H  2.0019  3.7488  -1.5160  0.1144
C  -0.1551  -4.3132  -3.8053  -0.2908
O  0.6000  -4.1238  -0.9372  -0.0460
H  -0.8973  -6.2848  -4.1508  0.1177
C  -0.1184  1.3234  1.1631  -0.1659
H  -3.5651  -0.1691  -1.4295  0.0190
O  2.0478  -1.4193  2.5074  0.0045
H  3.2499  -1.1605  -2.9986  0.0380
C  -2.3726  -2.5440  -3.9417  -0.0767
H  -3.2906  1.9729  0.0000  0.0798
C  -1.4919  2.9889  -1.8745  -0.0160
N  1.3113  -2.4615  0.5485  0.1815
H  0.7131  -4.9177  -3.5037  0.1136
C  -1.2364  -5.2542  -4.3124  -0.1896
H  -2.2709  -3.0664  -1.1525  -0.0205
H  -1.9142  -1.2226  -1.6205  -0.0161
H  3.1840  -2.4542  -4.2282  0.0595
H  0.4801  0.3793  -2.8862  0.0225
H  -1.6043  4.0624  -1.6644  0.1102
H  -2.5038  2.5703  -1.9439  0.0817
H  -0.3407  -1.3361  -5.6995  0.0780
C  2.0344  -3.8358  2.3815  -0.0917
C  -4.0619  -0.8768  -0.7544  -0.3184
H  -1.0234  -0.0471  2.4924  0.0616
H  1.3142  -3.3527  -5.1575  0.1025
H  0.4834  -5.1548  1.6907  0.1231
C  -2.6154  1.8480  0.8485  0.0036
H  -3.6033  -3.4649  -2.5051  0.1064
H  2.0546  -5.4877  0.9483  0.1230
H  1.5502  -3.9513  3.3559  0.1261
H  1.9349  0.2844  -3.9168  0.0469
H  3.0193  0.9152  -0.0167  0.1009
C  -1.7397  -2.0883  -0.9502  -0.3799
H  2.9613  -2.8380  -2.4661  0.0506
C  1.4016  -4.6972  1.3191  -0.0961
C  1.0717  1.5917  0.4392  -0.0604
H  -0.4157  1.4350  3.2897  0.1018
C  2.4338  1.2338  0.8546  0.0374
H  -2.5765  -1.8008  -5.9311  0.1336
C  -0.5405  -2.4162  -5.6729  -0.1965
H  2.5532  2.1109  -1.8820  0.0857
P  1.0026  -1.8660  -3.3569  0.9808
H  -4.2118  -3.5603  -0.1760  0.0327
Al  -0.6470  -3.3293  -2.2335  0.1824
C  1.6540  2.7384  -1.7919  -0.0219
H  -1.4260  -5.2035  -5.3937  0.1102
H  -2.8762  0.9173  1.3759  0.0450
H  0.6967  0.1442  2.7305  0.0555
P  -2.8258  -1.5565  0.4496  0.8392
H  -2.4656  -5.6393  -2.5502  0.1319
C  1.8134  -2.4280  1.8456  -0.4511
H  -3.4037  -5.5220  -4.0420  0.1397
C  2.7859  -2.1065  -3.2669  -0.2257
H  -2.9739  -3.9207  1.0663  0.0466
C  0.7093  2.2029  -0.7937  -0.1588
C  -0.6997  2.3488  -0.8127  -0.1650
H  2.4108  0.3917  1.5612  0.0684
C  0.3725  -3.1112  -4.6461  -0.3899
C  -0.2180  0.6986  2.4910  -0.0292
H  -2.6759  -1.5283  -3.6359  0.1208
H  -0.2890  -2.7759  -6.6835  0.1258

Gap between HOMO and LUMO (hartree): 0.1375
Charge: +1
LUMO level (eV): -5.972
Energy above the lowest of the compared OMol25 structures with the same formula, charge and spin (kcal per mole): 142.7
Highest occupied orbital energy (eV): -9.7


The following is a quantum chemistry calculation of C3H5I2NOS in the gas phase, from the Open Molecules 2025 dataset.

Each line ends with the Löwdin charge.
CARTESIAN COORDINATES (ANGSTROEM)
I  2.8524  1.6114  -0.4146  0.8915
H  3.9760  -0.6446  0.1883  0.0745
C  -1.3652  0.5653  0.0981  -1.0825
N  -0.7241  1.3948  0.9561  -0.5034
H  0.4693  -0.6002  -0.6572  0.0646
S  0.7896  1.2313  1.4632  0.4926
I  -3.1931  1.3598  -0.5823  0.8405
C  -1.3480  -0.9999  0.3295  -0.1553
H  -2.3776  -1.4110  0.5802  0.1119
O  3.1080  -0.3924  -0.3756  -0.7574
C  -0.6192  -0.3927  -0.8320  -0.2003
H  -0.9132  -0.5949  -1.9498  0.1378
H  -0.6549  -1.1267  1.1960  0.0855

Gap between HOMO and LUMO (hartree): 0.2498
LUMO level (eV): -1.379
Energy above the lowest of the compared OMol25 structures with the same formula, charge and spin (kcal per mole): 62.1
Highest occupied orbital energy (eV): -8.2


The following is a quantum chemistry calculation of 2 unconnected molecules or ions with the total composition C9H14, from the Open Molecules 2025 dataset.

Each line ends with the Löwdin charge.
CARTESIAN COORDINATES (ANGSTROEM)
C  0.8551  1.7361  -0.9326  -0.0664
C  -1.5863  -1.9755  2.5471  -0.1625
C  0.5374  -0.9668  -1.1657  -0.1080
C  1.8306  0.9977  -1.5534  -0.0979
H  0.4394  -2.4781  3.2217  0.0632
H  -1.2117  2.9309  0.5944  0.0821
H  2.7918  1.4508  -1.7865  0.1019
H  -2.2866  1.4589  0.4274  0.0806
H  -1.8249  -3.0445  2.5315  0.0655
C  -0.4515  -0.1639  -0.5809  -0.0649
H  1.0348  2.8090  -0.8779  0.1103
H  -1.8634  2.4925  -0.9875  0.0986
C  -0.3898  1.2274  -0.5113  -0.2871
H  0.2956  -2.1861  1.4546  0.0518
H  -1.9558  -1.5447  3.4606  0.0550
H  -1.2149  -0.6996  -0.0082  0.0859
H  2.4306  -1.0585  -2.1252  0.1071
H  0.3760  -0.9014  2.5113  0.0596
H  -2.1442  -1.5711  1.6964  0.0455
C  -0.0694  -1.8938  2.4534  -0.1767
C  1.6455  -0.3800  -1.7481  -0.1016
C  -1.4987  2.0754  -0.0219  -0.0503
H  0.3266  -1.9845  -1.5069  0.1085

Gap between HOMO and LUMO (hartree): 0.3674
LUMO level (eV): 1.025
Energy above the lowest of the compared OMol25 structures with the same formula, charge and spin (kcal per mole): 16.7
Highest occupied orbital energy (eV): -9.0
Structure (SMILES): Cc1ccccc1.CC


The following is a quantum chemistry calculation of C3H7N3 in the gas phase, from the Open Molecules 2025 dataset.

Each line ends with the Löwdin charge.
CARTESIAN COORDINATES (ANGSTROEM)
H  -2.3654  -1.0424  -0.0215  0.0648
H  -1.6918  1.3099  -0.8527  0.0049
C  -0.4782  -0.7664  0.1680  -0.3689
N  -1.3642  1.5626  0.0834  -0.0593
N  -0.4373  0.7177  0.4607  -0.2430
H  1.9147  1.0600  0.4377  0.0909
H  1.1476  0.9660  -1.1919  0.1004
H  1.2273  -1.5181  -0.9416  0.1160
N  -1.4514  -1.4740  -0.1390  0.1856
C  1.1735  0.5727  -0.1829  -0.0347
H  1.4966  -1.3590  0.8033  0.1125
H  -0.1629  0.8973  1.4358  0.1613
C  0.9914  -0.9263  -0.0593  -0.1304

Gap between HOMO and LUMO (hartree): 0.3029
LUMO level (eV): 0.735
Energy above the lowest of the compared OMol25 structures with the same formula, charge and spin (kcal per mole): 90.3
Highest occupied orbital energy (eV): -7.5


The following is a quantum chemistry calculation of a molecular structure, C4H2DyO, from the Open Molecules 2025 dataset.

Each line ends with the Löwdin charge.
CARTESIAN COORDINATES (ANGSTROEM)
C  -0.4674  -1.2936  -0.8340  -0.1199
C  0.0142  0.8959  1.0723  0.0659
C  -0.8435  -0.1237  -0.4765  -0.3728
H  0.1084  1.5387  -1.3419  0.1139
Dy  -0.6601  -2.1442  1.3594  1.6473
C  0.3613  0.6412  -0.7553  -0.0990
O  0.0366  -0.1068  1.8607  -0.3563
H  1.4505  0.5924  -0.8847  0.1209

Gap between HOMO and LUMO (alpha / beta) (hartree): 0.2625 / 0.2878
Charge: +1
LUMO level (alpha / beta) (eV): -5.489 / -5.416
Energy above the lowest of the compared OMol25 structures with the same formula, charge and spin (kcal per mole): 0.0
Multiplicity: 6
Highest occupied orbital energy (alpha / beta) (eV): -12.6 / -13.2


The following is a quantum chemistry calculation of a gas-phase ion, C4HBr2S2 (charge -1), from the Open Molecules 2025 dataset.

Each line ends with the Löwdin charge.
CARTESIAN COORDINATES (ANGSTROEM)
C  -1.1329  -0.7815  0.6294  -1.1483
C  0.6154  0.5016  -0.4918  -0.9542
S  -2.3042  -1.9300  0.8381  0.3684
S  -0.0443  -0.0404  1.8888  0.8311
H  1.8833  1.1524  1.3038  0.0325
C  -0.4990  -0.2086  -0.7124  -0.8757
Br  1.5270  1.4364  -1.8769  0.6411
Br  -1.0811  -0.9079  -2.3389  0.6400
C  1.0360  0.7779  0.7599  -0.5348

Gap between HOMO and LUMO (hartree): 0.2224
Charge: -1
LUMO level (eV): 3.075
Highest occupied orbital energy (eV): -3.0
Structure (SMILES): [S-]c1scc(Br)c1Br


The following is a quantum chemistry calculation of a gas-phase ion, C3H4NO (charge +1), from the Open Molecules 2025 dataset.

Each line ends with the Löwdin charge.
CARTESIAN COORDINATES (ANGSTROEM)
C  0.2079  1.1874  -0.0516  0.1853
H  -0.1815  -1.7270  1.1047  0.1197
O  -0.7448  -1.2472  -2.0036  0.3167
C  -0.0553  -1.0492  0.3578  -0.0311
H  0.6021  0.3860  1.6998  0.1843
C  -0.4467  -1.1115  -0.9048  -0.0942
N  0.3921  0.1919  0.7510  0.0922
H  -0.1092  1.1598  -1.0616  0.1149
H  0.3354  2.2099  0.1083  0.1121

Gap between HOMO and LUMO (hartree): 0.3207
Charge: +1
LUMO level (eV): -6.016
Energy above the lowest of the compared OMol25 structures with the same formula, charge and spin (kcal per mole): 27.8
Highest occupied orbital energy (eV): -14.7
Structure (SMILES): C=[NH+]C=C=O


The following is a quantum chemistry calculation of 6 unconnected molecules or ions with the total composition C5H23N10O6, from the Open Molecules 2025 dataset.

Each line ends with the Löwdin charge.
CARTESIAN COORDINATES (ANGSTROEM)
H  2.0040  -2.4006  5.5925  0.1168
H  3.7907  2.1275  -2.5134  0.1162
O  0.0190  -0.7915  3.8372  0.0015
N  1.5533  -4.0527  -1.7630  0.1594
O  2.1225  0.4683  -3.0300  0.0129
H  0.3142  -2.5612  5.5394  0.1280
O  -0.4622  0.9833  -0.1893  0.3871
N  -3.3905  6.7222  -1.4972  0.1535
H  2.4540  -3.5296  1.1135  0.1281
H  -3.5133  7.6999  -1.2755  0.1211
H  -4.8527  -1.7965  -1.0308  0.1244
H  -4.6204  -3.6368  1.4742  0.0987
H  2.7577  -0.6825  5.2203  0.1245
N  -1.4164  6.9356  -0.9386  0.1346
C  1.3690  -3.3937  -0.6739  -0.8276
H  2.5017  -4.3923  -1.8358  0.1113
N  4.2076  1.4170  -3.0978  0.1590
N  1.1188  -1.9833  5.3426  0.1536
C  -4.2005  -1.8655  0.7482  -0.7651
N  -4.2976  -2.7265  1.7696  0.1447
H  -4.1886  6.2293  -1.8714  0.1251
H  -0.5499  6.4217  -1.0104  0.1090
C  -2.3563  6.0173  -1.2069  -0.7779
H  5.1488  1.0801  -2.9541  0.1111
H  -1.5455  7.9244  -1.0985  0.1094
O  -2.1988  4.8178  -1.2600  0.0294
H  -5.4058  -3.2286  -0.0749  0.1197
C  3.3233  0.4415  -3.2497  -0.7940
N  3.9276  -0.6226  -3.6379  0.1613
N  2.1797  -0.4821  4.4166  0.1700
O  -3.5599  -0.8449  0.8209  0.0320
H  -3.5465  -2.6429  2.4396  0.1168
H  3.2491  -1.3682  -3.6993  0.1211
H  -0.1280  0.0836  -0.2108  0.1662
C  1.0486  -1.0370  4.4849  -0.8212
H  2.7786  -4.6046  -0.1393  0.1142
H  -0.5499  1.3863  -1.0562  0.1894
H  4.8467  -0.5886  -4.0554  0.1258
H  1.1175  -3.7001  -2.6032  0.1274
N  -4.8032  -2.4376  -0.2520  0.1611
H  -1.3535  0.7340  0.0657  0.1699
N  2.2807  -3.7745  0.1491  0.1703
O  0.4918  -2.5969  -0.5290  0.0506
H  2.3346  0.2516  3.7400  0.1308

Gap between HOMO and LUMO (hartree): 0.3331
Charge: +1
LUMO level (eV): -2.678
Energy above the lowest of the compared OMol25 structures with the same formula, charge and spin (kcal per mole): 144.2
Highest occupied orbital energy (eV): -11.7